#1
19
Properties=species:S:1:pos:R:3:mulliken_spin:R:1 method="wB97M-V/def2-TZVPD" total_charge=+1 multiplicity=2 molar_mass_g_mol=100.2 e_homo_ev="-14.34 / -14.12"
C 0.024 0.979 1.318 0.00
O 1.462 0.803 1.609 0.04
C -0.906 -0.256 1.123 0.00
C -0.187 -1.355 0.326 0.05
C 0.624 -0.923 -0.836 0.03
C -1.169 0.262 -2.263 0.44
C 0.099 0.259 -1.747 0.29
H 0.069 1.649 0.391 0.02
H -0.458 1.602 2.188 0.01
H 1.679 1.552 2.200 0.00
H -1.811 0.064 0.814 0.00
H -1.090 -0.742 2.006 0.01
H -1.113 -1.809 0.005 0.00
H 0.350 -2.072 1.041 0.01
H 0.741 -1.762 -1.552 0.04
H 1.684 -0.536 -0.594 0.00
H -2.217 -0.237 -1.990 0.02
H -1.277 1.037 -3.075 0.03
H 0.838 1.032 -1.825 0.01


#2
19
Properties=species:S:1:pos:R:3:mulliken_spin:R:1 method="wB97M-V/def2-TZVPD" total_charge=+1 multiplicity=2 molar_mass_g_mol=100.2 e_homo_ev="-14.89 / -15.04"
C -0.133 0.108 -2.406 0.01
C 0.684 0.115 -1.191 0.08
C 1.827 0.898 -1.068 0.43
C -0.114 -1.047 2.352 0.02
C 0.487 -0.358 1.194 0.23
C 0.297 -0.733 -0.103 0.12
H 0.141 -0.657 -3.148 0.01
H -1.184 -0.095 -2.253 0.00
H -0.085 1.036 -2.964 0.00
H 2.137 1.535 -1.875 0.02
H 2.458 0.838 -0.186 0.03
H 0.632 -1.072 3.146 0.01
H -0.477 -2.029 2.067 0.00
H -1.021 -0.583 2.736 0.02
H 1.099 0.497 1.427 0.00
H -0.254 -1.624 -0.382 0.00
H -2.471 0.990 1.609 0.00
H -1.570 0.973 0.375 0.00
O -2.454 1.209 0.670 0.00


#2 is the most stable structure; the next one sits 56.0 kcal/mol above it.


#1
12
Properties=species:S:1:pos:R:3:lowdin_charge:R:1 method="wB97M-V/def2-TZVPD" multiplicity=1 molar_mass_g_mol=165.0 e_homo_ev="-8.20 / -7.62"
C 0.315 -0.013 -0.612 0.07
C -2.176 -1.986 0.179 -0.48
C -1.169 -1.259 0.782 -0.56
C 1.819 1.755 -0.257 -0.10
O -3.143 -2.343 0.871 -0.06
O 0.686 1.022 0.071 -0.17
Br -1.393 -0.318 2.336 0.75
H 0.814 -0.544 -1.442 0.08
H -2.166 -2.334 -0.917 0.13
H 1.527 2.786 -0.091 0.09
H 2.126 1.608 -1.356 0.12
H 2.759 1.628 0.435 0.13


#2
12
Properties=species:S:1:pos:R:3:lowdin_charge:R:1 method="wB97M-V/def2-TZVPD" multiplicity=1 molar_mass_g_mol=165.0 e_homo_ev=-8.58
C 1.100 0.302 -0.622 -0.23
C -1.977 1.022 -0.984 -0.18
C -1.039 -0.096 -0.969 -0.69
C 1.524 -0.636 0.438 -0.07
O 1.536 1.274 -1.125 0.14
O -1.564 0.366 -2.126 -0.05
Br -1.480 -1.915 -0.407 0.67
H -2.972 0.864 -0.802 0.08
H -1.726 2.037 -0.812 0.10
H 1.184 -1.647 0.063 0.07
H 1.027 -0.412 1.327 0.07
H 2.516 -0.347 0.816 0.10


#2 is the most stable structure; the next one sits 89.3 kcal/mol above it.


#1
36
Properties=species:S:1:pos:R:3:lowdin_charge:R:1 method="wB97M-V/def2-TZVPD" multiplicity=1 smiles=CCO.CCO.CCO.CCO molar_mass_g_mol=184.3 e_homo_ev=-9.38
C 9.523 50.407 25.114 -0.02
C 8.388 49.704 24.330 -0.30
O 7.774 48.692 25.029 -0.02
H 9.152 50.937 26.050 0.11
H 9.859 51.265 24.669 0.04
H 10.106 49.666 25.210 0.00
H 8.767 49.207 23.386 0.14
H 7.837 50.157 23.816 -0.01
H 7.675 48.011 24.452 -0.01
C 6.451 41.667 21.570 -0.13
C 6.401 42.348 22.892 -0.39
O 7.515 41.901 23.603 -0.09
H 7.491 41.785 21.021 0.11
H 5.564 42.000 20.783 0.13
H 6.231 40.641 21.539 0.03
H 5.297 42.283 23.395 0.16
H 6.449 43.370 22.727 0.05
H 7.626 42.383 24.487 0.13
C 7.672 45.645 19.744 -0.07
C 6.550 46.403 19.226 -0.31
O 6.388 47.530 20.044 -0.08
H 7.758 44.701 19.291 0.06
H 7.634 45.367 20.795 0.09
H 8.628 46.034 19.504 0.08
H 5.637 45.956 19.108 0.08
H 6.712 46.908 18.195 0.15
H 5.699 48.095 19.747 0.08
C 5.091 46.619 24.615 -0.09
C 5.200 46.666 23.042 -0.27
O 6.469 47.300 22.888 -0.15
H 5.813 45.740 25.064 0.13
H 4.148 46.219 24.898 0.04
H 5.188 47.458 25.166 0.02
H 4.365 47.281 22.656 0.12
H 5.346 45.574 22.802 0.10
H 6.594 47.523 21.902 0.08


#2
36
Properties=species:S:1:pos:R:3:lowdin_charge:R:1 method="wB97M-V/def2-TZVPD" multiplicity=1 molar_mass_g_mol=184.3 e_homo_ev=-8.69
C 1.745 -1.010 2.053 -0.11
C 0.715 -0.364 1.201 -0.13
C -0.534 -0.006 1.508 -0.30
C -0.928 0.412 2.907 -0.04
C -1.529 0.340 0.424 -0.19
C -2.672 -0.675 0.417 -0.20
C -2.302 -2.134 0.094 -0.24
C -1.568 -2.356 -1.244 -0.09
H 2.231 -1.881 1.600 0.07
H 2.621 -0.363 2.164 0.06
H 1.451 -1.404 3.028 0.07
H 0.881 -0.545 0.138 0.10
H -0.765 -0.415 3.600 0.08
H -1.918 0.855 2.910 0.07
H -0.211 1.162 3.249 0.09
H -1.014 0.260 -0.521 0.06
H -1.950 1.333 0.550 0.11
H -3.482 -0.404 -0.269 0.11
H -3.138 -0.706 1.409 0.11
H -3.187 -2.766 -0.013 0.10
H -1.753 -2.532 0.948 0.10
H -1.177 -1.421 -1.634 0.03
H -2.267 -2.649 -2.027 0.07
H -0.779 -3.090 -1.120 0.07
O 0.319 0.547 -3.038 -0.06
H 0.211 -0.386 -2.840 0.03
H 1.043 0.867 -2.455 0.01
O -0.552 2.642 -1.464 -0.05
H -1.410 2.863 -1.162 0.02
H -0.565 1.927 -2.125 0.01
O 2.259 1.917 -1.580 -0.05
H 1.407 2.241 -1.235 0.02
H 2.725 1.527 -0.829 0.01
O 3.676 -0.038 -0.011 -0.05
H 4.256 -0.806 0.016 0.06
H 4.306 0.671 -0.206 0.06


#2 is the most stable structure; the next one sits 124.4 kcal/mol above it.


#1
10
Properties=species:S:1:pos:R:3:lowdin_charge:R:1 method="wB97M-V/def2-TZVPD" multiplicity=1 molar_mass_g_mol=95.1 e_homo_ev=-9.93
C 0.816 0.409 -2.467 -0.21
N -0.291 0.154 -0.019 -0.28
O 0.286 -1.672 1.628 -0.51
O 1.389 -0.646 -2.499 -0.06
S 0.191 -1.315 0.271 0.88
H -1.306 -0.076 3.372 0.00
H 1.301 1.506 -2.644 0.12
H -0.202 0.372 -2.246 0.01
H -0.639 0.779 0.678 0.00
H -1.544 0.488 3.926 0.03


#2
10
Properties=species:S:1:pos:R:3:lowdin_charge:R:1 method="wB97M-V/def2-TZVPD" multiplicity=1 molar_mass_g_mol=95.1 e_homo_ev="-7.77 / -8.73"
C -1.658 -1.213 -0.787 -0.38
N 0.262 0.753 -0.914 -0.42
O 1.733 0.708 1.607 -0.06
O -0.463 1.294 -1.856 -0.16
S -0.364 -0.569 0.003 0.93
H -1.886 -2.193 -0.492 -0.03
H -2.456 -0.626 -1.231 0.02
H 2.671 0.554 1.607 0.05
H 0.670 1.251 -0.139 0.03
H 1.491 0.042 2.202 0.01


#1 is the most stable structure; the next one sits 23.7 kcal/mol above it.


#1
25
Properties=species:S:1:pos:R:3:lowdin_charge:R:1 method="wB97M-V/def2-TZVPD" multiplicity=1 molar_mass_g_mol=222.3 e_homo_ev=-7.38
N 0.693 2.793 -0.125 0.20
C 1.056 1.670 0.409 -0.35
O 2.242 1.712 1.134 0.08
C 0.274 0.493 0.580 -0.20
C 0.731 -0.610 1.481 -0.09
C 0.855 -1.911 1.301 -0.12
C 0.746 -2.641 0.108 -0.14
C 0.879 -2.247 -1.091 -0.08
C 1.435 -0.981 -1.474 -0.29
O 2.494 -0.520 -1.110 0.06
C -1.070 0.541 0.106 -0.54
N -1.620 1.557 -0.499 0.00
C -2.996 1.482 -0.583 -0.23
C -3.480 0.318 -0.133 -0.40
S -2.215 -0.768 0.428 1.03
H -0.104 2.836 -0.736 0.09
H 1.494 3.298 -0.442 0.12
H 2.370 0.782 1.407 0.10
H 1.084 -0.357 2.469 0.11
H 1.331 -2.542 2.061 0.12
H 0.418 -3.682 0.268 0.13
H 0.620 -2.861 -1.988 0.14
H 0.911 -0.512 -2.353 0.14
H -3.678 2.098 -1.142 0.10
H -4.471 0.050 -0.074 0.03


#2
25
Properties=species:S:1:pos:R:3:lowdin_charge:R:1 method="wB97M-V/def2-TZVPD" multiplicity=1 molar_mass_g_mol=222.3 e_homo_ev=-9.41
C 2.899 -1.710 -0.309 -0.12
C 2.573 -1.432 0.999 -0.06
C 2.350 -1.043 -1.374 -0.09
C 1.649 -0.386 1.242 -0.06
C 1.412 -0.066 -1.135 -0.03
C 0.997 0.217 0.194 -0.28
C -1.901 0.028 -1.341 -0.45
C -2.241 -1.747 0.135 -0.64
C -2.342 1.992 0.507 -0.08
C 0.067 1.398 0.362 -0.13
N -2.090 -1.162 -1.060 0.17
N -1.401 0.830 0.362 -0.55
O -1.965 0.912 -2.080 0.17
O -2.625 -2.801 0.514 0.07
S -1.720 -0.402 1.439 1.00
H 3.752 -2.418 -0.570 0.13
H 2.818 -2.103 1.787 0.10
H 2.788 -1.390 -2.351 0.13
H 1.412 0.002 2.253 0.12
H 0.720 0.454 -1.801 0.11
H -2.614 1.940 1.532 0.05
H -1.788 2.875 0.128 0.10
H -3.189 1.836 -0.107 0.07
H 0.335 2.186 1.212 0.17
H 0.105 1.990 -0.540 0.10


#2 is the most stable structure; the next one sits 21.3 kcal/mol above it.


#1
48
Properties=species:S:1:pos:R:3:lowdin_charge:R:1 method="wB97M-V/def2-TZVPD" multiplicity=1 smiles="CCN(CC(=O)Nc1ccccc1OC)C(=O)[C@@H]1C[C@H]2C=C[C@@H]1C2" molar_mass_g_mol=328.4 e_homo_ev=-8.23
C -1.580 1.883 1.157 -0.04
C -1.728 2.360 -0.286 -0.19
N -1.246 1.390 -1.249 -0.04
C -2.213 0.389 -1.672 -0.04
C -2.267 -0.818 -0.723 -0.46
O -3.274 -1.142 -0.137 0.09
N -1.073 -1.452 -0.653 0.15
C -0.795 -2.573 0.147 -0.15
C -0.124 -3.653 -0.407 -0.02
C 0.142 -4.783 0.345 -0.10
C -0.275 -4.836 1.661 -0.09
C -0.920 -3.755 2.238 -0.02
C -1.167 -2.602 1.503 -0.21
O -1.707 -1.462 2.013 -0.10
C -2.253 -1.498 3.307 -0.07
C 0.029 1.232 -1.674 -0.40
O 0.320 0.285 -2.401 0.02
C 1.090 2.210 -1.225 -0.17
C 2.133 2.486 -2.328 -0.09
C 3.463 2.031 -1.685 -0.27
C 3.709 2.962 -0.526 -0.05
C 2.819 2.674 0.414 -0.05
C 1.963 1.549 -0.108 -0.23
C 2.985 0.778 -0.945 -0.10
H -0.532 1.811 1.435 0.07
H -2.038 0.906 1.279 0.06
H -2.068 2.588 1.826 0.08
H -1.214 3.313 -0.424 0.11
H -2.787 2.528 -0.498 0.12
H -3.206 0.838 -1.718 0.13
H -1.924 0.040 -2.668 0.13
H -0.378 -1.196 -1.350 0.12
H 0.179 -3.599 -1.443 0.12
H 0.661 -5.618 -0.100 0.10
H -0.091 -5.719 2.254 0.10
H -1.214 -3.813 3.274 0.10
H -3.022 -2.271 3.395 0.10
H -2.709 -0.521 3.462 0.09
H -1.480 -1.660 4.066 0.10
H 0.653 3.137 -0.858 0.13
H 2.153 3.535 -2.620 0.12
H 1.921 1.876 -3.206 0.12
H 4.281 1.917 -2.391 0.14
H 4.443 3.748 -0.529 0.10
H 2.652 3.171 1.353 0.10
H 1.397 0.982 0.628 0.13
H 2.530 0.039 -1.601 0.11
H 3.761 0.315 -0.337 0.12


#2
48
Properties=species:S:1:pos:R:3:lowdin_charge:R:1 method="wB97M-V/def2-TZVPD" multiplicity=1 smiles="CCOC(=O)C1(Cc2ccccc2)CCN(Cc2ccon2)CC1" molar_mass_g_mol=328.4 e_homo_ev=-8.46
C 2.235 4.070 -0.089 -0.09
C 2.071 2.890 0.749 -0.10
O 1.202 1.735 -0.120 -0.04
C 0.929 0.661 0.708 -0.37
O 1.299 0.398 1.934 0.03
C 0.214 -0.227 -0.347 -0.30
C 1.189 -0.710 -1.465 -0.04
C 2.588 -1.055 -0.768 -0.10
C 2.765 -2.524 -0.382 -0.04
C 3.972 -2.819 0.195 -0.03
C 5.055 -1.611 0.355 -0.05
C 4.828 -0.512 -0.296 -0.22
C 3.582 -0.145 -0.409 -0.13
C -1.046 0.443 -0.956 -0.07
C -2.010 0.692 0.197 -0.28
N -2.527 -0.215 0.994 -0.16
C -3.362 -1.403 0.341 -0.08
C -4.556 -0.639 -0.082 -0.23
C -5.070 0.131 -1.093 -0.02
C -6.484 0.409 -0.729 -0.22
O -6.764 -0.223 0.197 -0.03
N -5.690 -0.826 0.930 0.15
C -1.427 -0.938 1.506 -0.21
C -0.191 -1.623 0.514 0.00
H 1.402 4.425 -0.540 0.05
H 2.848 3.638 -0.991 0.13
H 2.870 4.691 0.397 0.05
H 3.008 2.537 1.084 0.10
H 1.389 3.176 1.600 0.14
H 1.302 0.014 -1.998 0.01
H 0.665 -1.453 -1.962 0.11
H 1.912 -3.182 -0.434 0.09
H 4.028 -3.695 0.762 0.06
H 6.043 -2.167 0.913 0.16
H 5.472 0.346 0.056 0.14
H 3.409 0.888 -1.012 0.17
H -0.664 1.298 -1.297 0.08
H -1.402 -0.150 -1.657 0.07
H -2.890 1.356 -0.289 0.16
H -1.712 1.425 1.027 0.17
H -2.811 -1.677 -0.703 0.15
H -3.468 -2.396 0.911 0.14
H -4.548 0.331 -1.835 0.01
H -7.116 1.035 -1.661 0.21
H -1.732 -1.940 2.293 0.17
H -0.879 -0.477 2.375 0.10
H 0.657 -1.730 1.234 0.11
H -0.585 -2.251 -0.158 0.04


#1 is the most stable structure; the next one sits 366.6 kcal/mol above it.